C2H6N2 | ωB97M-V with the def2-TZVPD basis set

The geometry in ORCA input format:
```
! RIJCOSX wB97M-V def2-TZVPD def2/J DEFGRID3
* xyz 0 1
H -0.921 2.212 0.891
N -1.080 1.523 0.161
C -0.246 0.594 0.430
N -0.120 -0.558 -0.305
C 1.146 -1.316 -0.282
H 0.362 0.613 1.337
H -0.476 -0.388 -1.238
H 0.879 -2.334 -0.542
H 1.297 -1.435 0.796
H 1.997 -0.801 -0.709
*
```

SMILES = [H]/N=C/NC
HOMO = -9.132 eV
frontier orbital gap = 0.374 Ha
LUMO energy = 1.0345 eV
maximum force = 2.832 eV Å⁻¹
energy above the lowest of the compared OMol25 structures with the same formula, charge and spin = 24.4 kcal per mole